(1)
{
  "formula": "C19H38FGaNO2",
  "method": "the ωB97M-V functional and the def2-TZVPD basis",
  "orbital_gap_ev": 7.8,
  "homo_energy_ha": -0.1749,
  "max_force_ev_per_a": 5.71,
  "spin_multiplicity": 1,
  "charge": -1,
  "symbols": ["C", "C", "C", "C", "C", "C", "C", "C", "C", "C", "C", "C", "Ga", "C", "C", "C", "C", "C", "C", "O", "N", "C", "O", "F", "H", "H", "H", "H", "H", "H", "H", "H", "H", "H", "H", "H", "H", "H", "H", "H", "H", "H", "H", "H", "H", "H", "H", "H", "H", "H", "H", "H", "H", "H", "H", "H", "H", "H", "H", "H", "H", "H"],
  "positions_angstrom": [[-5.276, 2.186, 2.018], [-4.731, 1.679, 0.586], [-3.110, 1.835, 0.500], [-2.657, 2.320, -0.964], [-2.003, 1.184, -1.896], [-2.384, -0.322, -1.509], [-1.931, -1.378, -2.630], [-0.438, -1.178, -3.181], [0.695, -1.845, -2.238], [1.996, -0.887, -2.063], [3.180, -1.597, -1.240], [2.696, -2.417, 0.054], [1.589, -1.335, 1.417], [2.356, -1.806, 3.311], [1.747, 0.712, 1.242], [3.199, 1.252, 0.811], [3.370, 2.752, 1.450], [3.787, 3.856, 0.347], [-0.422, -1.817, 1.488], [-1.188, -1.024, 2.138], [-1.085, -2.988, 0.854], [-0.402, -4.251, 1.132], [0.262, -4.338, 2.194], [-0.486, -5.298, 0.165], [-4.499, 2.814, 2.600], [-5.631, 1.295, 2.660], [-6.195, 2.883, 1.914], [-5.100, 0.644, 0.280], [-5.139, 2.435, -0.193], [-2.546, 0.932, 0.909], [-2.863, 2.711, 1.218], [-1.834, 3.118, -0.798], [-3.498, 2.876, -1.522], [-0.881, 1.380, -1.955], [-2.409, 1.355, -2.971], [-1.779, -0.585, -0.557], [-3.494, -0.455, -1.210], [-2.642, -1.355, -3.538], [-1.987, -2.465, -2.232], [-0.383, -1.756, -4.185], [-0.149, -0.102, -3.429], [1.106, -2.804, -2.743], [0.285, -2.092, -1.203], [1.715, 0.090, -1.540], [2.435, -0.615, -3.102], [3.677, -2.348, -1.974], [4.026, -0.863, -0.957], [2.100, -3.367, -0.243], [3.630, -2.799, 0.613], [2.408, -0.862, 3.980], [1.634, -2.595, 3.743], [3.396, -2.275, 3.182], [1.407, 1.157, 2.254], [0.981, 1.115, 0.469], [3.262, 1.361, -0.326], [4.067, 0.613, 1.230], [2.378, 3.076, 1.942], [4.166, 2.701, 2.289], [4.220, 4.753, 0.941], [2.871, 4.261, -0.218], [4.591, 3.489, -0.389], [-2.092, -3.018, 1.073]]
}

=====

(2)
{
  "formula": "H9O4S",
  "method": "the ωB97M-V functional and the def2-TZVPD basis",
  "orbital_gap_ev": 7.5,
  "homo_energy_ha": -0.1419,
  "de_lowest_ev": 0.889,
  "max_force_ev_per_a": 0.55,
  "spin_multiplicity": 1,
  "charge": -1,
  "symbols": ["S", "H", "H", "H", "O", "H", "H", "O", "H", "H", "O", "H", "H", "O"],
  "positions_angstrom": [[-0.421, 0.147, -0.076], [-1.560, 0.224, 0.629], [-0.330, -0.206, -3.526], [-1.221, 0.855, -2.995], [-0.688, 0.652, -3.782], [-0.340, 0.947, 3.823], [0.588, -0.236, 4.171], [0.024, 0.445, 4.556], [-1.047, -3.431, -0.040], [0.133, -2.542, -0.448], [-0.318, -3.380, -0.662], [2.224, 2.206, 0.041], [1.135, 1.819, -0.909], [1.821, 2.500, -0.784]]
}

=====

(3)
{
  "formula": "C12H6LiO9",
  "method": "the ωB97M-V functional and the def2-TZVPD basis",
  "orbital_gap_ev": 3.8,
  "homo_energy_ha": 0.0309,
  "max_force_ev_per_a": 6.73,
  "spin_multiplicity": 1,
  "charge": -3,
  "symbols": ["Li", "C", "C", "C", "O", "C", "C", "C", "O", "O", "O", "H", "H", "C", "C", "C", "O", "C", "C", "C", "O", "O", "O", "H", "H", "O", "H", "H"],
  "positions_angstrom": [[0.170, 0.214, 0.990], [-1.679, -5.380, 0.613], [-1.663, -3.918, 0.602], [-2.954, -3.114, 1.145], [-2.958, -1.900, 1.000], [-3.993, -3.947, 1.796], [-3.909, -5.334, 1.728], [-2.743, -6.071, 1.112], [-2.679, -7.300, 0.846], [-4.936, -5.935, 2.204], [-0.685, -3.263, 0.289], [-0.824, -5.819, 0.122], [-4.749, -3.345, 2.278], [3.950, 3.379, -2.508], [2.912, 3.095, -1.478], [1.560, 3.982, -1.528], [0.531, 3.725, -0.862], [1.647, 5.206, -2.380], [2.759, 5.512, -3.078], [3.902, 4.521, -3.216], [4.944, 4.670, -3.925], [2.757, 6.664, -3.716], [3.073, 2.203, -0.598], [4.715, 2.620, -2.578], [0.847, 5.914, -2.224], [0.049, 1.036, 4.108], [0.161, 1.962, 4.326], [-0.202, 0.624, 4.934]]
}

=====

(4)
{
  "formula": "C32H46AlAsN5OPS",
  "method": "the ωB97M-V functional and the def2-TZVPD basis",
  "orbital_gap_ev": 8.5,
  "homo_energy_ha": -0.4885,
  "de_lowest_ev": 0.503,
  "max_force_ev_per_a": 0.51,
  "spin_multiplicity": 1,
  "charge": 2,
  "symbols": ["Al", "S", "C", "C", "C", "C", "C", "C", "As", "C", "C", "C", "C", "C", "C", "C", "C", "C", "C", "C", "C", "H", "H", "H", "H", "H", "H", "H", "H", "H", "H", "H", "H", "H", "H", "N", "C", "C", "N", "H", "H", "H", "H", "H", "H", "H", "H", "O", "P", "N", "C", "C", "C", "C", "N", "C", "C", "C", "C", "N", "C", "C", "C", "C", "H", "H", "H", "H", "H", "H", "H", "H", "H", "H", "H", "H", "H", "H", "H", "H", "H", "H", "H", "H", "H", "H", "H", "H"],
  "positions_angstrom": [[0.002, -1.803, -0.620], [-2.048, -2.036, -1.501], [-3.095, -1.241, -0.290], [-4.387, -0.912, -0.700], [-5.289, -0.351, 0.192], [-4.920, -0.103, 1.510], [-3.640, -0.420, 1.923], [-2.720, -0.976, 1.030], [-1.001, -1.534, 1.689], [-1.514, -2.678, 3.153], [-2.264, -3.811, 2.841], [-2.750, -4.609, 3.864], [-2.486, -4.276, 5.189], [-1.738, -3.146, 5.491], [-1.245, -2.338, 4.472], [-0.156, -0.005, 2.491], [-0.697, 1.272, 2.441], [0.011, 2.338, 2.984], [1.255, 2.132, 3.566], [1.800, 0.852, 3.619], [1.097, -0.215, 3.076], [-4.683, -1.113, -1.723], [-6.292, -0.115, -0.144], [-5.630, 0.317, 2.212], [-3.351, -0.248, 2.952], [-2.486, -4.058, 1.810], [-3.343, -5.485, 3.629], [-2.869, -4.900, 5.987], [-1.542, -2.885, 6.524], [-0.674, -1.455, 4.717], [-1.670, 1.435, 1.993], [-0.419, 3.334, 2.966], [1.797, 2.968, 3.992], [2.763, 0.687, 4.089], [1.503, -1.219, 3.155], [1.922, -2.221, 0.077], [2.070, -3.675, 0.342], [1.630, -4.383, -0.932], [0.365, -3.736, -1.380], [2.611, -1.928, -0.611], [2.114, -1.663, 0.904], [1.411, -3.940, 1.169], [3.086, -3.945, 0.613], [1.494, -5.446, -0.760], [2.381, -4.262, -1.711], [-0.443, -4.212, -0.982], [0.225, -3.831, -2.381], [0.549, -0.158, -0.941], [0.807, 1.250, -1.518], [1.162, 1.140, -3.101], [2.205, 0.210, -3.589], [2.189, 0.386, -5.128], [1.109, 1.452, -5.400], [0.187, 1.346, -4.194], [2.074, 1.840, -0.691], [2.725, 3.115, -1.118], [4.212, 2.800, -1.065], [4.305, 1.833, 0.118], [3.078, 0.942, -0.050], [-0.467, 2.222, -1.355], [-1.867, 1.743, -1.552], [-2.716, 2.880, -0.977], [-1.835, 4.121, -1.142], [-0.441, 3.608, -0.809], [1.959, -0.824, -3.321], [3.172, 0.454, -3.149], [1.932, -0.556, -5.610], [3.162, 0.694, -5.505], [0.585, 1.294, -6.341], [1.557, 2.446, -5.418], [-0.477, 0.479, -4.291], [-0.411, 2.236, -4.017], [2.472, 3.905, -0.413], [2.392, 3.413, -2.112], [4.811, 3.697, -0.928], [4.534, 2.310, -1.987], [4.238, 2.385, 1.058], [5.226, 1.252, 0.125], [2.700, 0.576, 0.904], [3.316, 0.089, -0.693], [-2.028, 0.814, -1.024], [-2.082, 1.574, -2.609], [-2.923, 2.696, 0.081], [-3.669, 2.967, -1.497], [-2.125, 4.949, -0.497], [-1.864, 4.464, -2.178], [-0.277, 3.585, 0.272], [0.339, 4.210, -1.267]]
}

=====

(5)
{
  "formula": "C6H12O",
  "method": "the ωB97M-V functional and the def2-TZVPD basis",
  "orbital_gap_ev": 10.7,
  "homo_energy_ha": -0.3510,
  "de_lowest_ev": 1.689,
  "max_force_ev_per_a": 1.08,
  "spin_multiplicity": 1,
  "symbols": ["C", "C", "C", "C", "C", "O", "C", "H", "H", "H", "H", "H", "H", "H", "H", "H", "H", "H", "H"],
  "positions_angstrom": [[2.853, 0.202, 0.175], [1.454, -0.432, 0.147], [0.297, 0.591, 0.212], [-1.095, -0.076, 0.267], [-1.629, -0.774, -1.007], [-2.813, 0.041, -1.024], [-2.500, 0.572, 0.264], [3.012, 0.887, -0.667], [3.021, 0.771, 1.096], [3.644, -0.558, 0.120], [1.364, -1.129, 0.990], [1.369, -1.037, -0.767], [0.416, 1.261, -0.651], [0.459, 1.224, 1.096], [-1.198, -0.720, 1.144], [-1.852, -1.841, -0.870], [-1.059, -0.674, -1.941], [-2.671, 1.648, 0.362], [-3.071, 0.044, 1.055]]
}

=====

(6)
{
  "formula": "C6H12N2O",
  "method": "the ωB97M-V functional and the def2-TZVPD basis",
  "orbital_gap_ev": 8.6,
  "homo_energy_ha": -0.2846,
  "de_lowest_ev": 6.783,
  "max_force_ev_per_a": 3.61,
  "spin_multiplicity": 1,
  "symbols": ["C", "N", "C", "N", "H", "H", "H", "H", "H", "H", "C", "C", "C", "C", "O", "H", "H", "H", "H", "H", "H"],
  "positions_angstrom": [[2.229, 0.419, -0.331], [0.801, 0.469, 0.030], [-0.193, 2.430, -0.632], [0.332, 1.757, 0.307], [-0.002, -0.072, -0.982], [2.399, 1.077, -1.182], [2.479, -0.606, -0.601], [2.838, 0.737, 0.513], [-0.135, 2.112, -1.672], [-0.651, 3.367, -0.350], [-1.224, -0.944, -0.829], [0.429, -0.496, 1.063], [-2.431, -1.250, -0.384], [0.069, -0.162, 2.306], [-0.454, -1.795, -1.609], [-0.891, -2.652, -1.713], [0.787, -1.486, 0.821], [-2.915, -2.212, -0.562], [-2.984, -0.581, 0.255], [-0.284, 0.827, 2.548], [-0.201, -0.939, 3.002]]
}

=====

(7)
{
  "formula": "C2H3NO3P",
  "method": "the ωB97M-V functional and the def2-TZVPD basis",
  "orbital_gap_ev": 8.2,
  "homo_energy_ha": -0.1448,
  "de_lowest_ev": 5.202,
  "max_force_ev_per_a": 2.53,
  "spin_multiplicity": 1,
  "charge": -1,
  "symbols": ["C", "C", "N", "O", "O", "O", "P", "H", "H", "H"],
  "positions_angstrom": [[0.708, 1.409, -0.203], [0.199, 0.638, 0.754], [-1.181, -1.314, 0.020], [1.383, -1.344, -0.902], [-1.498, -1.573, -1.138], [-2.002, -1.179, 0.917], [0.651, -1.236, 0.404], [0.884, 2.519, -0.370], [1.044, 1.069, -1.156], [-0.187, 1.011, 1.674]]
}

=====

(8)
{
  "formula": "C8H26O15Zn2",
  "method": "the ωB97M-V functional and the def2-TZVPD basis",
  "orbital_gap_ev": [4.6, 4.6],
  "homo_energy_ha": [-0.4134, -0.4133],
  "max_force_ev_per_a": 6.32,
  "s_squared": 0.756,
  "spin_multiplicity": 2,
  "charge": 1,
  "symbols": ["Zn", "Zn", "C", "C", "O", "O", "H", "H", "H", "C", "C", "O", "O", "H", "H", "H", "C", "C", "O", "O", "H", "H", "H", "C", "C", "O", "O", "H", "H", "H", "O", "H", "H", "O", "H", "H", "O", "H", "H", "O", "H", "H", "O", "H", "H", "O", "H", "H", "O", "H", "H"],
  "positions_angstrom": [[4.159, -18.250, 18.369], [1.958, -18.501, 22.659], [-0.123, -22.208, 23.526], [-0.427, -20.758, 23.343], [-1.622, -20.403, 23.154], [0.541, -19.972, 23.390], [-0.518, -22.392, 24.525], [0.955, -22.367, 23.500], [-0.574, -22.775, 22.712], [-0.787, -17.706, 18.807], [-1.786, -18.737, 19.301], [-2.260, -19.512, 18.493], [-1.912, -18.816, 20.519], [0.229, -18.035, 19.025], [-1.023, -16.746, 19.265], [-0.955, -17.517, 17.746], [1.488, -21.587, 19.615], [2.106, -20.248, 19.821], [2.783, -19.818, 18.856], [2.063, -19.542, 20.858], [0.457, -21.488, 19.954], [2.043, -22.306, 20.217], [1.401, -21.935, 18.585], [2.940, -15.397, 16.089], [3.517, -16.710, 16.674], [2.716, -17.665, 16.948], [4.689, -16.952, 16.828], [2.013, -15.144, 16.605], [2.788, -15.531, 15.018], [3.816, -14.775, 16.271], [-0.871, -21.608, 17.066], [-0.278, -20.859, 16.998], [-0.294, -22.361, 17.189], [3.736, -19.588, 23.264], [4.134, -19.576, 24.134], [4.382, -20.025, 22.710], [4.938, -21.099, 21.134], [4.505, -20.628, 20.422], [5.719, -20.580, 21.325], [2.450, -24.785, 21.290], [3.045, -24.151, 21.689], [1.939, -25.128, 22.024], [4.315, -24.884, 19.084], [4.019, -24.432, 18.293], [3.581, -24.806, 19.693], [0.717, -23.952, 16.506], [1.636, -24.218, 16.505], [0.237, -24.748, 16.276], [1.095, -19.810, 16.428], [1.579, -19.994, 17.233], [1.727, -19.366, 15.863]]
}